Record 1
DFT (ωB97M-V/def2-TZVPD) results for a 6-piece molecular cluster, C54H61BrN3O16 overall in a non-equilibrium geometry.

Cartesian coordinates (Å):
C  3.8030  3.1725  5.0845
C  4.5437  3.2971  3.7371
O  3.6431  3.2811  2.6255
C  4.3842  2.8548  1.4593
C  3.7709  3.4163  0.1678
C  2.7666  2.4850  -0.5498
C  3.3018  1.0700  -0.8648
C  2.2608  -0.0512  -0.6153
C  1.7680  0.0157  0.8082
N  2.6665  -0.0484  1.7590
N  2.2330  -0.0020  2.9912
C  3.3219  -0.1329  3.9926
C  3.4188  -1.5991  4.4536
C  4.4911  -1.7155  5.5521
N  5.1686  -2.9907  5.6585
O  4.7885  -0.7895  6.2677
C  0.9878  0.1422  3.4472
C  0.5902  0.2352  4.9155
C  0.1060  -1.1224  5.5351
C  -1.3212  -0.9352  6.1279
Br  1.2255  -1.6352  7.0783
C  -0.0462  0.2188  2.4628
C  -1.4932  0.3942  2.8328
C  -1.9149  1.8737  2.5988
O  -1.4420  2.3849  1.3457
C  -1.3055  3.7510  1.3642
O  -0.4648  4.3416  1.9832
C  0.3938  0.1242  1.1432
O  -0.4870  0.1477  0.1124
C  -1.2132  -1.0856  -0.0397
C  -0.3542  -2.3292  -0.3735
O  -0.8009  -3.4883  0.3319
C  -0.4790  -3.4120  1.7121
C  0.0269  -4.7561  2.2712
H  4.1604  2.2596  5.5846
H  2.7266  3.0242  4.9232
H  3.9960  3.9974  5.7732
H  5.0906  4.2510  3.7049
H  5.2545  2.4616  3.6397
H  5.3885  3.2938  1.5602
H  4.4354  1.7581  1.5045
H  4.5713  3.7397  -0.5072
H  3.2110  4.3159  0.4611
H  1.8358  2.4801  0.0369
H  2.5321  2.9572  -1.5147
H  3.5689  1.0305  -1.9266
H  4.1966  0.7942  -0.2963
H  2.7666  -1.0119  -0.7894
H  1.4297  -0.0152  -1.3197
H  3.2232  0.5885  4.8013
H  4.2739  0.0905  3.5016
H  2.4632  -2.0604  4.7119
H  3.8024  -2.1673  3.5897
H  5.4735  -3.2707  4.7266
H  4.4998  -3.7115  5.9294
H  1.3295  0.7281  5.5490
H  -0.2912  0.8825  4.9296
H  0.0321  -1.9245  4.7949
H  -1.4432  0.0836  6.5163
H  -1.5051  -1.6109  6.9679
H  -2.0955  -1.1489  5.3800
H  -2.1840  -0.2161  2.2488
H  -1.7136  0.2088  3.8818
H  -3.0083  1.9099  2.6239
H  -1.5048  2.5044  3.4004
H  -2.0134  4.3076  0.7202
H  -1.8549  -1.3429  0.8100
H  -1.8881  -0.9250  -0.8881
H  -0.4279  -2.6001  -1.4314
H  0.7201  -2.2166  -0.1615
H  0.1869  -2.5673  1.9513
H  -1.4294  -3.1911  2.2419
H  -0.6336  -5.1455  3.0538
H  -0.0296  -5.4838  1.4518
H  1.0607  -4.7150  2.6322
C  -4.5545  -3.9928  1.2643
C  -5.8598  -3.7344  1.2863
C  -6.6684  -3.7509  0.0419
O  -7.8559  -3.5134  0.0622
C  -5.9654  -4.0680  -1.2250
C  -4.6592  -4.3256  -1.2451
C  -3.8515  -4.3099  -0.0022
O  -2.6585  -4.5445  -0.0174
H  -3.9485  -3.9850  2.1626
H  -6.3896  -3.5023  2.2017
H  -6.5716  -4.0766  -2.1218
H  -4.1295  -4.5579  -2.1606
C  -6.2962  3.1628  6.6182
C  -5.1228  2.6507  6.2557
C  -4.9973  1.7962  5.0537
O  -3.9221  1.3260  4.7233
C  -6.2230  1.5317  4.2666
C  -7.3980  2.0419  4.6258
C  -7.5276  2.8997  5.8313
O  -8.5939  3.3659  6.1584
H  -6.4093  3.7892  7.4937
H  -4.2143  2.8320  6.8161
H  -6.1081  0.9047  3.3910
H  -8.3052  1.8595  4.0641
C  -0.1683  -3.7869  -5.4415
C  0.4457  -3.3308  -4.3529
C  0.6208  -1.8770  -4.1230
O  1.1858  -1.4612  -3.1264
C  0.0879  -0.9509  -5.1452
C  -0.5270  -1.4005  -6.2374
C  -0.7034  -2.8562  -6.4691
O  -1.2636  -3.2717  -7.4594
H  -0.3058  -4.8444  -5.6291
H  0.8428  -3.9917  -3.5919
H  0.2271  0.1067  -4.9557
H  -0.9235  -0.7282  -7.0020
C  -1.0360  0.6988  -10.3239
C  -1.5112  0.8923  -11.5514
C  -2.9425  1.2119  -11.7803
O  -3.3776  1.3865  -12.8957
C  -3.8204  1.3084  -10.5869
C  -3.3422  1.1144  -9.3608
C  -1.9145  0.7960  -9.1368
O  -1.4767  0.6202  -8.0130
H  0.0042  0.4642  -10.1360
H  -0.8852  0.8265  -12.4319
H  -4.8607  1.5428  -10.7726
H  -3.9662  1.1795  -8.4786
C  3.8425  2.3331  -4.8110
C  3.5683  2.0675  -6.0850
C  4.6470  1.9723  -7.1000
O  4.3968  1.7320  -8.2604
C  6.0414  2.1833  -6.6379
C  6.3147  2.4490  -5.3627
C  5.2369  2.5438  -4.3496
O  5.4822  2.7833  -3.1851
H  3.0692  2.4075  -4.0559
H  2.5575  1.9102  -6.4402
H  6.8141  2.1092  -7.3923
H  7.3250  2.6064  -5.0073

Forces on atoms 1 to 2 (eV/Å):
C 0.2 -0.8 -0.2
C -0.4 0.3 0.3

Output
Frontier orbital gap (eV): 7.98
Charge: +1

***

Record 2
DFT (ωB97M-V/def2-TZVPD) results for C54H61FN4O2P2S3W as an isolated structure in a non-equilibrium geometry.

Cartesian coordinates (Å):
W  -0.5840  -0.1163  0.3918
C  -1.1000  -5.1546  -0.6887
C  -0.6185  -4.3702  0.5377
C  -1.0041  -5.1378  1.8118
C  0.8822  -4.1060  0.4949
C  1.7113  -5.2121  0.3478
C  3.0907  -5.0925  0.4046
C  3.6424  -3.8483  0.6141
C  2.8636  -2.6972  0.7625
C  3.6788  -1.4412  1.0623
C  3.0174  -0.0855  0.8720
C  4.2497  -1.5236  2.4880
C  1.4800  -2.8394  0.6808
N  0.6241  -1.7098  1.0137
C  0.1978  -1.6734  2.3441
C  0.6081  -2.3734  3.4787
C  -0.0705  -2.0711  4.6450
C  -1.1242  -1.1257  4.6823
C  -1.5079  -0.4497  3.5461
C  -0.8059  -0.7329  2.3796
F  -1.9571  1.0405  1.0574
H  -2.1358  -5.4702  -0.5389
H  -0.5049  -6.0536  -0.8557
H  -1.0602  -4.5485  -1.5922
H  -1.1439  -3.4209  0.5484
H  -0.5493  -6.1316  1.8148
H  -2.0890  -5.2657  1.8651
H  -0.6814  -4.6206  2.7175
H  1.2692  -6.1925  0.2172
H  3.7252  -5.9650  0.3025
H  4.7212  -3.7473  0.6665
H  4.5228  -1.4807  0.3690
H  2.2825  0.1087  1.6548
H  2.5251  0.0115  -0.0956
H  3.7768  0.6956  0.9328
H  3.4371  -1.5495  3.2202
H  4.8653  -0.6470  2.7004
H  4.8639  -2.4106  2.6365
H  1.4041  -3.1055  3.4473
H  0.2030  -2.5840  5.5600
H  -1.6344  -0.9339  5.6179
H  -2.3210  0.2671  3.5653
C  -7.1383  -3.5345  -0.8155
C  -5.7309  -3.4108  -1.2922
C  -5.1994  -4.0662  -2.3729
C  -3.8529  -3.8637  -2.6713
N  -3.0756  -3.0519  -1.9448
C  -3.5994  -2.4118  -0.9185
S  -2.8382  -1.3125  0.1733
N  -4.9063  -2.6046  -0.5984
C  -3.1946  -4.5520  -3.8178
H  -7.7361  -4.1024  -1.5225
H  -7.5861  -2.5490  -0.6801
H  -7.1605  -4.0481  0.1480
H  -5.8146  -4.7250  -2.9687
H  -5.2662  -2.0687  0.1864
H  -3.8835  -5.1862  -4.3690
H  -2.3670  -5.1580  -3.4418
H  -2.7695  -3.8058  -4.4917
S  -2.6846  4.0695  0.5080
P  -2.6383  2.8435  -1.0337
S  -0.9308  1.7186  -1.4402
C  -2.8365  3.7692  -2.5827
C  -3.9970  4.5390  -2.6973
C  -4.1881  5.3386  -3.8108
C  -3.2237  5.3822  -4.8124
C  -2.0725  4.6206  -4.7030
C  -1.8736  3.8119  -3.5891
C  -4.0466  1.7034  -1.0460
C  -4.2724  0.9384  -2.1922
C  -5.4031  0.1417  -2.2845
C  -6.3180  0.1166  -1.2331
C  -6.0815  0.8576  -0.0837
C  -4.9418  1.6540  0.0111
H  -4.7427  4.5193  -1.9107
H  -5.0868  5.9361  -3.8961
H  -3.3728  6.0158  -5.6775
H  -1.3228  4.6554  -5.4833
H  -0.9696  3.2224  -3.5109
H  -3.5808  0.9981  -3.0255
H  -5.5922  -0.4288  -3.1867
H  -7.2358  -0.4537  -1.3312
H  -6.7984  0.8468  0.7287
H  -4.7548  2.2563  0.8920
O  1.8278  3.0923  0.8440
C  0.9537  2.4364  1.3361
O  0.6907  1.2008  0.9309
C  0.0627  2.9389  2.4376
N  0.2079  4.4392  2.4490
C  0.5944  4.8642  3.8426
C  1.3635  3.6562  4.3592
C  0.5292  2.4796  3.8351
H  -0.9627  2.6810  2.1949
H  -0.6454  4.8782  2.0799
H  0.9699  4.6296  1.7924
H  -0.3217  5.0197  4.4090
H  1.1562  5.7921  3.7989
H  1.4414  3.6702  5.4437
H  2.3722  3.6381  3.9421
H  -0.3361  2.3096  4.4744
H  1.0880  1.5465  3.7777
C  -0.9925  -1.1999  -3.0525
P  0.4441  -0.9063  -1.9908
C  1.4337  0.3849  -2.8288
C  2.0383  1.4232  -2.1275
C  2.8197  2.3574  -2.7926
C  2.9981  2.2589  -4.1637
C  2.4211  1.2053  -4.8651
C  1.6541  0.2610  -4.1999
C  1.4859  -2.3560  -2.3239
C  2.8571  -2.2707  -2.0707
C  3.7025  -3.2890  -2.4741
C  3.1890  -4.4055  -3.1264
C  1.8296  -4.4948  -3.3808
C  0.9777  -3.4717  -2.9821
H  -0.6578  -1.3709  -4.0755
H  -1.6299  -0.3243  -3.0177
H  -1.5500  -2.0652  -2.6985
H  1.9083  1.5152  -1.0589
H  3.2867  3.1597  -2.2354
H  3.5986  2.9923  -4.6871
H  2.5766  1.1117  -5.9324
H  1.2590  -0.5823  -4.7540
H  3.2722  -1.3878  -1.5980
H  4.7663  -3.2094  -2.2894
H  3.8524  -5.1999  -3.4463
H  1.4287  -5.3554  -3.9016
H  -0.0737  -3.5332  -3.2273

Forces on atoms 1 to 2 (eV/Å):
W 0.7 -0.4 0.1
C 0.0 0.0 0.0

Output
Frontier orbital gap (alpha / beta) (eV): 5.61 / 5.59
Charge: +2